The following is a quantum chemistry calculation of a molecular structure, C12H36KO6 at a distorted geometry, from the OMol25 dataset.

Values from the calculation:
ΔE to the lowest compared entry with this formula, charge and spin   17.398 eV
Total charge   +1
Kohn-Sham gap   10.45 eV
Highest occupied orbital energy   -13.1 eV

Cartesian coordinates (Å):
K -0.026 -0.135 0.005
C 1.047 -3.064 0.312
C -0.275 -3.248 -0.461
O -0.885 -1.993 -0.653
H 1.502 -4.009 0.609
H 0.956 -2.628 1.307
H 1.738 -2.463 -0.279
H -0.949 -3.891 0.106
H -0.153 -3.605 -1.483
H -1.774 -2.082 -1.005
C -1.911 -0.605 -2.485
C -1.902 0.881 -2.180
O -0.639 1.246 -1.645
H -1.776 -1.181 -1.570
H -1.050 -0.849 -3.107
H -2.779 -0.873 -3.086
H -2.713 1.169 -1.511
H -2.076 1.507 -3.055
H -0.586 2.171 -1.394
C 0.507 1.092 3.015
C 0.451 -0.415 3.103
O 0.787 -0.968 1.809
H 0.311 1.503 4.005
H -0.264 1.551 2.396
H 1.480 1.397 2.630
H -0.516 -0.749 3.479
H 1.315 -0.652 3.724
H 1.724 -1.164 1.740
C 2.788 -0.105 -3.049
C 1.381 -0.039 -2.372
O 1.349 -0.912 -1.224
H 3.578 0.355 -2.456
H 2.711 0.521 -3.938
H 3.094 -1.122 -3.297
H 0.544 -0.278 -3.028
H 1.219 1.005 -2.102
H 1.445 -1.834 -1.475
C -2.491 0.871 2.578
C -2.826 0.102 1.281
O -1.853 0.433 0.345
H -1.581 0.481 3.034
H -3.333 0.859 3.270
H -2.328 1.915 2.309
H -3.795 0.369 0.861
H -2.716 -0.977 1.392
H -2.180 1.150 -0.204
C 2.409 1.672 0.574
C 1.137 2.604 0.525
O 0.066 1.862 -0.034
H 3.273 2.186 0.996
H 2.571 1.247 -0.417
H 2.176 0.817 1.208
H 1.426 3.475 -0.064
H 0.883 2.962 1.522
H -0.492 2.438 -0.562